C14H20ClNO | the ωB97M-V functional and the def2-TZVPD basis

Calculated values
Total energy ... -1135.637261 Ha
SMILES ... Clc1ccccc1OCCCCN1CCCC1
HOMO ... -8.52 eV
ΔE to the lowest compared entry with this formula, charge and spin ... 102.7 kJ/mol
Max |F| ... 0.009 Eh/bohr

```
! wB97M-V def2-TZVPD RIJCOSX def2/J DEFGRID3
* xyz 0 1
Cl -5.252 -2.302 0.082
C -4.997 -0.595 0.045
C -6.061 0.259 -0.167
C -5.850 1.628 -0.193
C -4.574 2.124 -0.004
C -3.505 1.269 0.208
C -3.695 -0.109 0.237
O -2.739 -1.044 0.457
C -1.383 -0.660 0.557
C -0.766 -0.342 -0.807
H -1.386 0.406 -1.308
C 0.663 0.183 -0.698
H 1.007 0.486 -1.689
C 1.646 -0.860 -0.165
N 3.011 -0.435 -0.370
C 3.421 0.708 0.439
C 4.931 0.545 0.676
H 5.132 0.380 1.735
H 5.491 1.423 0.359
C 5.306 -0.698 -0.135
H 5.576 -0.417 -1.153
H 6.125 -1.260 0.307
C 3.998 -1.478 -0.157
H 3.948 -2.207 -0.968
H 3.848 -2.006 0.801
H 3.192 1.628 -0.105
H 2.880 0.735 1.399
H 1.441 -1.064 0.903
H 1.508 -1.793 -0.720
H 0.680 1.065 -0.055
H -0.786 -1.246 -1.418
H -0.893 -1.530 1.000
H -1.268 0.188 1.244
H -2.522 1.688 0.353
H -4.399 3.189 -0.021
H -6.679 2.297 -0.360
H -7.048 -0.153 -0.310
*
```

C14H20N2O3Pt | the ωB97M-V functional and the def2-TZVPD basis

Calculated values
Total energy ... -999.956570 Ha
HOMO ... -8.12 eV
ΔE to the lowest compared entry with this formula, charge and spin ... 31.8 kJ/mol
Max |F| ... 0.027 Eh/bohr

```
! wB97M-V def2-TZVPD RIJCOSX def2/J DEFGRID3
* xyz 0 1
Pt -0.700 0.852 0.556
C 0.793 -0.183 -2.493
C -0.472 -1.830 -1.028
C -0.772 -3.194 -0.475
O -1.528 -1.298 -1.739
C 0.665 -1.254 1.273
O 1.333 -2.242 1.472
O 0.187 -0.371 2.068
H 0.127 0.623 -2.201
H 0.438 -0.606 -3.433
H 1.797 0.207 -2.649
H -0.936 -3.894 -1.292
H -1.695 -3.124 0.108
H 0.006 -3.562 0.184
H -2.335 -1.431 -1.229
C -2.062 2.046 -0.376
C -1.741 2.734 0.894
C -2.524 2.581 2.053
C -2.234 3.298 3.199
C -1.150 4.170 3.205
C -0.339 4.316 2.086
C -0.629 3.601 0.937
H -1.747 2.546 -1.288
H -3.060 1.626 -0.456
H -3.359 1.892 2.029
H -2.843 3.180 4.085
H -0.932 4.742 4.099
H 0.517 4.977 2.115
H -0.016 3.705 0.051
C 2.083 -3.471 -1.368
N 2.035 -2.030 -1.502
C 3.190 -1.362 -0.920
C 0.835 -1.289 -1.462
N 0.226 -0.847 -0.102
H 3.007 -3.817 -1.836
H 1.258 -3.932 -1.906
H 2.081 -3.810 -0.327
H 4.099 -1.718 -1.408
H 3.269 -1.548 0.154
H 3.126 -0.285 -1.079
*
```

C14H20N2O5S | the ωB97M-V functional and the def2-TZVPD basis

Calculated values
Total energy ... -1429.396835 Ha
SMILES ... COc1ccc(NC(=O)N[C@@H](CCSC)C(=O)O)cc1OC
HOMO ... -8.19 eV
ΔE to the lowest compared entry with this formula, charge and spin ... 65.5 kJ/mol
Max |F| ... 0.016 Eh/bohr

```
! wB97M-V def2-TZVPD RIJCOSX def2/J DEFGRID3
* xyz 0 1
C -1.979 5.704 -1.004
H -1.973 5.476 -2.074
O -0.710 5.522 -0.426
C -0.143 4.273 -0.453
C -0.769 3.168 -1.014
C -0.183 1.914 -1.025
C 1.066 1.734 -0.447
C 1.711 2.836 0.100
C 1.140 4.104 0.108
O 1.925 5.050 0.682
C 1.527 6.401 0.767
H 2.358 6.907 1.258
H 0.623 6.519 1.367
H 1.367 6.838 -0.220
H 2.691 2.734 0.538
N 1.724 0.495 -0.439
C 1.226 -0.755 -0.220
O 1.956 -1.735 -0.352
N -0.066 -0.837 0.176
H -0.543 0.024 0.388
C -0.838 -2.070 0.247
C -0.831 -2.800 -1.106
C -1.736 -4.025 -1.117
H -2.642 -3.857 -0.538
H -2.004 -4.277 -2.144
S -0.901 -5.502 -0.415
C -2.089 -6.008 0.856
H -3.057 -6.189 0.398
H -1.701 -6.928 1.281
H -2.146 -5.240 1.623
H -1.170 -2.094 -1.870
H 0.188 -3.102 -1.357
H -1.867 -1.783 0.489
C -0.377 -2.998 1.399
O -1.177 -3.376 2.217
O 0.894 -3.311 1.439
H 1.419 -2.885 0.701
H 2.732 0.521 -0.507
H -0.689 1.099 -1.518
H -1.740 3.277 -1.469
H -2.742 5.098 -0.504
H -2.210 6.759 -0.863
*
```

C14H20N2Pd | the ωB97M-V functional and the def2-TZVPD basis

Calculated values
Total energy ... -782.647674 Ha
HOMO (spin up / spin down) ... 3.01 / 3.01 eV
Max |F| ... 0.083 Eh/bohr

```
! wB97M-V def2-TZVPD RIJCOSX def2/J DEFGRID3
* xyz -2 1
C -4.227 -0.014 0.971
C -4.346 1.281 0.166
H -4.441 -0.878 0.342
H -4.988 -0.018 1.762
H -3.258 -0.182 1.455
H -3.558 1.401 -0.570
H -5.280 1.302 -0.398
H -4.361 2.160 0.801
C 0.514 -2.763 0.705
C 1.413 -3.817 0.516
C 2.508 -3.644 -0.331
C 2.699 -2.400 -0.934
H -0.327 -2.784 1.406
H 1.225 -4.750 1.038
H 3.191 -4.467 -0.523
H 3.526 -2.230 -1.625
N 0.685 -1.605 0.060
C 1.777 -1.361 -0.706
C 1.930 0.004 -1.205
N 0.980 0.911 -0.865
C 1.109 2.204 -1.190
C 3.154 1.720 -2.364
C 2.190 2.636 -1.966
H 0.351 2.881 -0.792
H 2.231 3.688 -2.239
C 3.040 0.392 -1.977
H 3.741 -0.389 -2.275
H 3.988 2.028 -2.987
Pd -0.465 0.185 0.604
C -1.515 1.832 0.622
H -1.846 1.907 -0.427
H -0.936 2.715 0.909
H -2.310 1.614 1.345
C 0.313 0.110 2.461
H 0.064 -0.868 2.889
H -0.169 0.951 2.974
H 1.397 0.250 2.348
*
```